{
  "formula": "C2H2N4O",
  "method": "the ωB97M-V functional and the def2-TZVPD basis",
  "smiles": "[H]/N=c1\\nconn1",
  "spin_multiplicity": 1,
  "energy_ev": -10110.4644,
  "e_above_lowest_ev": 1.841,
  "symbols": ["H", "N", "C", "N", "C", "O", "N", "N", "H"],
  "positions_angstrom": [[-2.6869, 0.9032, 0.1849], [-2.2481, -0.1061, 0.1252], [-0.9467, 0.0472, -0.0806], [-0.2147, 1.3088, -0.0850], [1.0033, 1.1010, -0.0532], [1.6406, 0.0073, 0.1429], [0.9140, -1.3848, 0.0089], [-0.2317, -1.2079, -0.1291], [1.6859, 1.8799, 0.0347]],
  "atomic_forces_ev_per_a": [[1.22, -2.36, -0.09], [2.88, 2.68, -0.83], [-3.30, 1.54, 1.35], [-4.69, -2.15, -0.99], [1.90, -0.37, 1.16], [2.33, -2.02, 0.12], [0.77, 1.47, -0.09], [-2.23, -0.69, -0.28], [1.11, 1.89, -0.35]],
  "nbo_charge": [0.360, -0.555, 0.424, -0.519, 0.440, -0.444, 0.252, -0.126, 0.169]
}

***

{
  "formula": "C46H62N2P3RuSSi",
  "method": "the ωB97M-V functional and the def2-TZVPD basis",
  "charge": 1,
  "spin_multiplicity": 5,
  "energy_ev": -100839.4006,
  "s2": 6.068,
  "e_above_lowest_ev": 0.460,
  "symbols": ["Ru", "C", "C", "C", "P", "C", "C", "C", "C", "C", "C", "C", "C", "C", "Si", "C", "C", "C", "C", "C", "C", "P", "C", "C", "C", "C", "C", "C", "C", "C", "C", "C", "C", "C", "P", "C", "C", "C", "C", "C", "C", "H", "H", "H", "H", "H", "H", "H", "H", "H", "H", "H", "H", "H", "H", "H", "H", "H", "H", "H", "H", "H", "H", "H", "H", "H", "H", "H", "H", "H", "H", "H", "H", "H", "H", "H", "H", "H", "H", "H", "H", "H", "H", "H", "H", "H", "H", "H", "H", "H", "H", "H", "H", "H", "H", "N", "C", "C", "C", "C", "C", "C", "C", "C", "N", "C", "H", "H", "H", "H", "H", "H", "H", "H", "S", "C"],
  "positions_angstrom": [[-1.4255, -0.1905, -0.1539], [0.3534, -3.9702, -0.8936], [-1.1045, -3.9330, -1.4291], [-2.0252, -4.9138, -0.7172], [-1.6799, -2.1407, -1.5805], [-3.3562, -2.3654, -2.4440], [-4.3595, -2.6703, -1.3331], [-3.7525, -1.1523, -3.3442], [-0.4677, -1.7635, -2.9375], [-0.6664, -2.1515, -4.2421], [0.2676, -1.8453, -5.2255], [1.4416, -1.1211, -4.8940], [1.6352, -0.7641, -3.5463], [0.7085, -1.0847, -2.5298], [1.0139, -0.2377, -0.8149], [2.8002, -0.8330, -0.4150], [3.3716, -1.8189, -1.2324], [4.7339, -2.1733, -1.2056], [5.5106, -1.6356, -0.1892], [4.9386, -0.8380, 0.8187], [3.6220, -0.3369, 0.7072], [2.8908, 0.5572, 2.1205], [3.2177, -0.4085, 3.6375], [4.4086, -0.0395, 4.5408], [3.1179, -1.9412, 3.3953], [3.7881, 2.2099, 2.2095], [3.7027, 2.8778, 3.5600], [5.1586, 2.3345, 1.5240], [1.2319, 1.6223, -1.2446], [2.5182, 2.0955, -1.5475], [2.7668, 3.2272, -2.3406], [1.6530, 3.9926, -2.7406], [0.3743, 3.6526, -2.2850], [0.1472, 2.4574, -1.5823], [-1.5663, 2.0173, -1.0415], [-2.3708, 2.2489, -2.7717], [-1.5648, 1.8336, -4.0802], [-3.0053, 3.6824, -3.0196], [-1.9595, 3.4584, 0.0360], [-3.1127, 3.2727, 0.9827], [-0.6854, 3.8144, 0.8406], [0.5603, -4.9629, -0.4747], [0.6097, -3.2068, -0.1398], [1.0880, -3.7815, -1.6769], [-1.1201, -4.2536, -2.4768], [-1.9882, -4.7679, 0.3652], [-1.6772, -5.9285, -0.8662], [-3.0678, -4.9040, -1.0450], [-3.2473, -3.2715, -3.0582], [-5.2003, -1.9652, -1.4621], [-3.9602, -2.5340, -0.3371], [-4.7511, -3.7121, -1.3709], [-4.0229, -0.2355, -2.7623], [-4.5476, -1.4907, -4.0015], [-2.8540, -0.8926, -3.9424], [-1.5554, -2.7250, -4.5298], [-0.0045, -2.1482, -6.2592], [2.1918, -0.9540, -5.6560], [2.5624, -0.3367, -3.2553], [2.7385, -2.3164, -1.9859], [5.1656, -2.8690, -1.9432], [6.5744, -1.7815, -0.0958], [5.5066, -0.4962, 1.6875], [2.3290, -0.0843, 4.2548], [5.1362, 0.6170, 4.0213], [4.8852, -0.9829, 4.8822], [4.0400, 0.4071, 5.4596], [3.9185, -2.4498, 2.8418], [2.1864, -2.2058, 2.8376], [2.9844, -2.4722, 4.3314], [3.2058, 2.7792, 1.5225], [4.5528, 2.6459, 4.2027], [2.8034, 2.6384, 4.1330], [3.7487, 3.9876, 3.4439], [6.0366, 1.8555, 2.0303], [5.4022, 3.4074, 1.4966], [5.1524, 1.9490, 0.5006], [3.3864, 1.5044, -1.2222], [3.8002, 3.4564, -2.6942], [1.7749, 4.8863, -3.3326], [-0.4663, 4.3410, -2.4783], [-3.2210, 1.5723, -2.7604], [-0.5262, 2.1975, -4.0987], [-1.9994, 2.2898, -4.9588], [-1.5760, 0.7472, -4.2452], [-2.3064, 4.5526, -3.2034], [-3.6806, 3.9660, -2.1594], [-3.6510, 3.5969, -3.9005], [-2.0848, 4.3502, -0.6139], [-3.0200, 4.0719, 1.7496], [-2.9958, 2.3279, 1.5383], [-4.1616, 3.1591, 0.5648], [-0.3948, 3.0472, 1.5225], [-0.9173, 4.6668, 1.4494], [0.1958, 3.9915, 0.2361], [-0.7882, 1.1138, 2.9312], [-1.9592, 0.5411, 3.4189], [-2.7670, 1.1268, 4.4167], [-3.7123, 0.3690, 5.0734], [-4.0802, -0.8716, 4.6432], [-3.3874, -1.5020, 3.5602], [-3.5616, -2.8712, 3.3025], [-2.5579, -3.4658, 2.5255], [-1.5867, -2.6722, 1.8684], [-1.6434, -1.3098, 1.7587], [-2.3481, -0.7035, 2.8416], [-0.3206, 1.7640, 3.5577], [-0.1388, 0.4702, 2.5099], [-2.5843, 2.1572, 4.7012], [-4.1620, 0.8053, 5.9351], [-4.8600, -1.5061, 5.1292], [-4.3395, -3.4875, 3.7922], [-2.5836, -4.5309, 2.3237], [-0.7364, -3.1326, 1.2965], [-4.6425, 0.7778, -0.1397], [-3.0494, 0.6189, -0.1021]],
  "atomic_forces_ev_per_a": [[-1.04, -0.51, 1.93], [0.00, -0.12, -0.14], [0.03, 0.27, 0.27], [-0.04, -0.03, 0.80], [0.09, -0.08, -1.77], [0.88, 0.31, 0.34], [-1.27, -0.21, -0.36], [1.33, -0.17, 0.65], [0.23, 0.72, 1.73], [-0.02, -0.38, -0.68], [0.18, 0.46, -0.45], [-1.17, -0.95, 0.60], [-0.72, -0.96, -0.67], [-0.48, 0.60, -1.13], [0.38, 0.77, -0.71], [0.75, -0.03, 1.94], [-0.11, -0.16, -0.62], [-0.16, 0.23, 0.50], [-0.06, 0.41, 0.66], [-1.00, 0.81, -0.66], [0.10, -1.86, -1.09], [-1.12, 0.85, -0.92], [-0.31, -0.48, 1.07], [0.69, -0.78, -0.28], [-1.38, -0.14, -0.52], [0.73, -0.98, -0.58], [0.39, 1.16, 0.54], [1.07, -0.04, 0.69], [0.01, 0.35, -0.43], [0.87, -0.07, -0.46], [-0.48, -0.13, -0.11], [0.18, -0.36, 0.68], [0.01, 0.09, 0.03], [0.67, -0.06, 0.36], [2.04, 0.46, -3.13], [-0.41, 1.01, -0.94], [0.51, -0.09, 1.19], [-0.18, 0.11, 1.00], [0.81, 0.75, -0.42], [-1.13, -0.12, 1.05], [-0.18, -0.22, -0.17], [0.01, 0.22, 0.00], [-0.41, -0.27, -0.04], [-0.19, -0.18, -0.18], [0.26, 0.24, -0.03], [-0.23, 0.06, -0.22], [0.26, -0.26, -0.25], [0.23, 0.22, 0.01], [0.07, 0.35, -0.09], [0.16, -0.47, 0.32], [0.10, 0.15, 0.37], [0.17, 0.79, -0.10], [-0.04, -1.06, -0.38], [-0.22, 0.32, -0.07], [-0.79, -0.05, 0.07], [0.30, 0.27, 0.14], [0.66, 0.29, 0.73], [-0.01, 0.26, 0.11], [0.65, 0.65, 0.03], [0.46, 0.41, 0.44], [-0.35, 0.45, 0.44], [0.16, -0.49, -0.23], [0.15, -0.29, -0.39], [0.53, -0.72, -0.71], [-0.26, -0.52, 0.61], [0.11, 0.62, -0.38], [0.19, 0.46, -0.05], [0.13, 0.68, 0.17], [0.50, 0.39, 0.14], [0.23, 0.08, 0.39], [-1.04, 0.47, -0.45], [-0.05, -0.17, -0.07], [-0.08, -0.01, -0.16], [-0.20, -0.72, 0.00], [-0.86, 0.18, -0.13], [-0.01, -0.21, -0.16], [-0.14, 0.13, 0.15], [-0.40, 0.20, -0.25], [-1.03, -0.07, 0.50], [0.08, 0.07, -0.10], [0.62, -0.49, -0.01], [-0.17, 0.05, 0.19], [-0.31, -0.34, 0.27], [-0.59, 0.15, -0.06], [0.20, 0.30, 0.23], [-0.55, -1.20, 0.24], [0.68, -0.22, -0.86], [0.15, 0.06, 0.11], [-0.31, -0.68, 0.06], [-0.56, -0.29, -0.52], [0.18, 0.36, -0.05], [1.46, 0.82, 0.30], [0.03, -0.83, 0.46], [-0.03, 0.68, 0.20], [-0.14, 0.34, -0.14], [-1.53, -0.43, 1.74], [1.40, -0.79, -2.58], [-0.37, 0.45, 1.26], [0.63, 2.06, 0.00], [-0.27, -2.51, -0.78], [0.85, 1.12, -0.18], [-0.05, 0.23, -0.07], [1.40, 0.85, -1.51], [-0.63, -2.23, -0.31], [-0.44, 1.68, 2.07], [-0.67, -2.32, 0.01], [-0.23, 0.12, -0.28], [0.28, -0.22, -0.50], [0.07, -0.12, 0.13], [-0.53, 0.26, 0.38], [0.68, 0.92, -0.25], [0.56, 0.66, -0.28], [0.33, 0.06, 0.35], [-1.22, 0.34, 0.66], [1.53, -0.04, -0.01], [-2.19, -1.72, -0.24]],
  "lowdin_charge": [0.640, -0.102, -0.487, -0.099, 1.021, -0.502, -0.148, -0.092, -0.388, -0.127, -0.059, -0.038, -0.100, -0.303, 0.686, -0.276, -0.119, -0.052, -0.068, -0.103, -0.385, 1.045, -0.567, -0.111, -0.120, -0.559, -0.133, -0.115, -0.290, -0.105, -0.049, -0.057, -0.111, -0.390, 0.986, -0.430, -0.064, -0.107, -0.497, -0.166, -0.094, 0.090, 0.044, 0.064, 0.103, 0.040, 0.084, 0.062, 0.103, 0.066, 0.040, 0.082, 0.036, 0.085, 0.044, 0.112, 0.118, 0.104, 0.086, 0.085, 0.118, 0.104, 0.103, 0.091, 0.061, 0.084, 0.073, 0.076, 0.071, 0.071, 0.064, 0.066, 0.067, 0.094, 0.084, 0.083, 0.058, 0.090, 0.122, 0.104, 0.100, 0.039, 0.067, 0.073, 0.051, 0.081, 0.079, 0.074, 0.115, 0.094, 0.025, 0.049, 0.040, 0.080, 0.066, 0.186, -0.223, -0.011, -0.071, 0.008, -0.144, -0.046, -0.077, -0.166, -0.072, -0.130, 0.118, 0.037, 0.121, 0.110, 0.141, 0.124, 0.095, 0.088, 0.748, -0.965]
}

***

{
  "formula": "C20H31N5O3S",
  "method": "the ωB97M-V functional and the def2-TZVPD basis",
  "smiles": "CCN(CC)CCNC(=O)CCCNC(=O)Cn1cnc2sc(C)c(C)c2c1=O",
  "spin_multiplicity": 1,
  "energy_ev": -45673.6602,
  "e_above_lowest_ev": 0.000,
  "symbols": ["C", "C", "N", "C", "C", "C", "C", "N", "C", "O", "C", "C", "C", "N", "C", "O", "C", "N", "C", "N", "C", "S", "C", "C", "C", "C", "C", "C", "O", "H", "H", "H", "H", "H", "H", "H", "H", "H", "H", "H", "H", "H", "H", "H", "H", "H", "H", "H", "H", "H", "H", "H", "H", "H", "H", "H", "H", "H", "H", "H"],
  "positions_angstrom": [[-1.8290, -2.4639, 2.4198], [-2.7911, -1.4613, 1.7965], [-3.1345, -1.7612, 0.4117], [-4.0976, -0.8106, -0.1217], [-5.5114, -1.0984, 0.3777], [-2.0109, -1.9957, -0.4650], [-1.0731, -0.7896, -0.6839], [0.1213, -1.1712, -1.3983], [1.3393, -1.2043, -0.8142], [1.5359, -0.7844, 0.3089], [2.4288, -1.8002, -1.6960], [3.6304, -2.2858, -0.8770], [4.7754, -1.2708, -0.8154], [4.3881, -0.0242, -0.2022], [4.4365, 0.1600, 1.1237], [4.9188, -0.6113, 1.9235], [3.8889, 1.5389, 1.5535], [2.4505, 1.6486, 1.4207], [1.6511, 1.3747, 2.4762], [0.3717, 1.5154, 2.4990], [-0.1842, 1.9593, 1.3585], [-1.8745, 2.2612, 1.1873], [-1.6447, 2.7263, -0.4807], [-2.8093, 3.1468, -1.3066], [-0.3430, 2.6507, -0.8765], [0.1200, 2.9924, -2.2539], [0.5100, 2.2165, 0.1807], [1.9301, 1.9995, 0.1704], [2.6774, 2.1173, -0.7952], [-1.8083, -2.3130, 3.4961], [-0.8160, -2.3335, 2.0477], [-2.1592, -3.4799, 2.2177], [-3.7285, -1.4908, 2.3564], [-2.3767, -0.4449, 1.9037], [-4.0943, -0.9070, -1.2105], [-3.8266, 0.2286, 0.1293], [-6.2262, -0.4926, -0.1739], [-5.7471, -2.1481, 0.2266], [-5.6141, -0.8674, 1.4338], [-1.4233, -2.8190, -0.0544], [-2.4084, -2.3227, -1.4323], [-0.7417, -0.4054, 0.2814], [-1.5925, 0.0043, -1.2290], [0.0005, -1.5680, -2.3167], [2.0001, -2.6288, -2.2630], [2.7390, -1.0332, -2.4107], [4.0203, -3.2105, -1.3042], [3.3036, -2.4888, 0.1442], [5.1487, -1.0558, -1.8207], [5.5851, -1.6903, -0.2121], [3.8648, 0.6520, -0.7506], [4.3433, 2.3062, 0.9194], [4.1630, 1.7027, 2.5967], [2.1360, 1.0220, 3.3750], [-3.7288, 3.0769, -0.7322], [-2.8991, 2.5168, -2.1922], [-2.6846, 4.1761, -1.6439], [-0.3863, 2.3704, -2.9918], [1.1913, 2.8355, -2.3285], [-0.1052, 4.0335, -2.4834]],
  "atomic_forces_ev_per_a": [[-0.17, 0.21, -0.10], [0.02, -0.10, 0.13], [-0.04, 0.00, -0.07], [-0.26, -0.14, 0.06], [0.23, 0.14, -0.11], [0.25, 0.18, -0.03], [-0.31, -0.13, 0.22], [-0.36, -0.03, -0.25], [0.03, -0.18, -0.57], [0.08, -0.09, 0.38], [0.18, -0.10, 0.38], [0.08, 0.19, -0.04], [-0.01, -0.34, 0.22], [0.06, -0.02, -0.58], [-0.15, 0.77, -0.06], [0.10, -0.35, 0.36], [0.54, -0.25, 0.02], [-0.21, 0.26, -0.31], [-0.29, -0.05, 0.30], [-0.13, -0.23, 0.62], [0.18, 0.25, -0.67], [0.43, 0.16, -0.36], [0.27, -0.14, 0.34], [0.05, 0.02, -0.01], [-0.31, 0.04, 0.02], [0.02, 0.02, -0.03], [-0.37, -0.13, 0.58], [-0.19, 0.07, 0.19], [0.16, 0.09, -0.21], [0.05, -0.01, 0.10], [0.14, -0.04, -0.02], [-0.01, -0.14, -0.01], [0.06, 0.10, 0.04], [-0.07, -0.08, 0.02], [0.05, 0.06, 0.00], [0.02, -0.03, -0.12], [-0.14, 0.08, 0.00], [-0.05, -0.11, -0.02], [-0.08, 0.01, 0.12], [0.06, -0.01, -0.11], [0.06, -0.07, 0.03], [-0.08, 0.08, -0.10], [0.03, 0.03, 0.13], [0.19, -0.02, 0.07], [-0.01, 0.08, -0.07], [-0.06, 0.01, -0.09], [-0.01, -0.04, 0.01], [0.05, -0.09, -0.03], [0.02, -0.04, 0.06], [-0.01, 0.05, -0.17], [0.12, 0.03, 0.19], [-0.09, -0.06, 0.17], [-0.03, -0.06, -0.15], [0.23, -0.02, 0.01], [-0.15, 0.03, -0.07], [-0.08, -0.03, -0.06], [-0.08, 0.06, -0.04], [-0.03, -0.02, -0.12], [-0.01, 0.03, -0.12], [0.00, 0.08, -0.10]],
  "nbo_charge": [-0.622, -0.219, -0.455, -0.213, -0.612, -0.205, -0.262, -0.613, 0.698, -0.660, -0.508, -0.409, -0.217, -0.629, 0.677, -0.625, -0.306, -0.394, 0.321, -0.477, 0.047, 0.436, -0.171, -0.647, -0.021, -0.650, -0.228, 0.684, -0.677, 0.218, 0.210, 0.209, 0.195, 0.169, 0.188, 0.165, 0.206, 0.213, 0.202, 0.202, 0.185, 0.233, 0.194, 0.390, 0.219, 0.226, 0.209, 0.235, 0.190, 0.227, 0.432, 0.242, 0.230, 0.200, 0.225, 0.222, 0.227, 0.212, 0.259, 0.218]
}